The following is a DFT calculation (wB97M-V/def2-TZVPD) of a molecular structure, C22H29N3O2S at a distorted geometry.

Results
Orbital gap (eV): 6.954
Multiplicity: 1
Relative energy (zero: lowest compared OMol25 entry of this formula, charge and spin) (kcal per mole): 430.3
Electronic energy (eV): -42668.2503

Each line ends with the Löwdin charge.
Positions of all 57 atoms, in Å:
C  -5.061  -0.464  0.100  -0.14
H  -0.280  0.233  -0.644  0.06
H  2.331  -1.901  2.912  0.17
H  3.136  3.810  0.244  0.01
N  -0.400  2.057  -0.300  -0.15
O  3.165  -0.448  1.880  0.04
C  0.936  -1.495  1.525  -0.15
H  1.564  -0.260  3.047  0.14
C  3.314  2.953  -0.175  -0.09
O  -2.487  -3.113  -1.057  0.02
H  2.272  1.717  -1.585  0.12
H  -2.987  -1.134  1.535  0.25
H  -5.011  -0.036  1.191  0.12
C  5.554  -1.264  -0.816  -0.11
C  2.082  2.535  -0.875  -0.25
C  -0.380  -1.768  1.390  -0.27
H  0.079  1.075  -2.054  0.12
H  1.256  1.412  0.740  0.11
C  -4.237  0.346  -0.839  -0.30
H  -2.304  1.415  -2.348  0.04
C  1.540  -1.873  0.204  -0.45
H  -1.232  1.108  1.499  0.07
C  3.521  -2.071  -1.605  0.14
S  0.302  -2.593  -0.608  1.21
H  -2.957  2.516  -0.191  0.10
C  -1.345  1.749  0.688  -0.23
C  -0.629  0.972  -1.258  -0.17
H  6.528  -0.874  -1.048  0.11
C  2.019  -0.943  2.342  -0.21
H  0.912  3.144  0.863  0.10
C  -4.665  -1.924  0.572  -0.11
H  4.122  3.044  -0.922  0.10
C  -2.856  1.675  0.395  -0.19
H  -0.907  -1.475  2.386  0.17
H  2.969  -2.863  -2.194  0.10
C  2.861  -1.714  -0.028  -0.12
C  1.063  2.345  0.194  -0.13
H  5.490  -0.080  0.995  -0.01
H  1.614  3.258  -1.414  0.08
C  -2.327  -2.597  0.055  -0.58
H  -4.641  1.105  -1.199  0.04
C  -0.918  -2.248  0.461  -0.50
C  -2.036  0.757  -1.740  0.02
H  -2.163  -0.072  -2.331  0.09
H  -1.279  2.906  1.372  0.19
H  5.328  -2.081  -2.530  0.06
N  -2.984  0.441  -0.308  -0.07
N  -3.163  -2.131  0.854  0.08
C  4.912  -1.885  -1.675  -0.21
H  3.667  2.267  0.615  0.09
H  -6.203  -0.503  -0.023  0.14
H  -3.389  1.565  1.244  0.09
H  -4.312  -0.349  -1.811  0.18
C  5.003  -0.436  0.316  0.16
H  -5.116  -2.426  1.401  0.12
H  -4.856  -2.406  -0.228  0.03
C  3.582  -0.981  0.784  -0.25

=====

The following is a DFT calculation (wB97M-V/def2-TZVPD) of C22H29N3O3S in the gas phase.

Results
Orbital gap (eV): 8.360
SMILES: O=C(CSc1cn(CC(=O)N2CCCCC2)c2ccccc12)NC[C@@H]1CCCO1
Multiplicity: 1
Relative energy (zero: lowest compared OMol25 entry of this formula, charge and spin) (kcal per mole): 29.7
Electronic energy (eV): -44734.2862

Each line ends with the Löwdin charge.
Positions of all 58 atoms, in Å:
H  4.298  1.676  -2.602  0.11
C  4.414  2.248  -0.520  -0.17
O  2.312  3.780  2.257  0.05
N  2.256  2.209  0.649  -0.04
H  4.053  2.570  1.595  0.12
H  -1.864  -3.917  -4.877  0.11
O  -0.796  0.381  -2.240  0.05
C  3.677  1.947  0.782  -0.14
C  0.689  -0.253  4.119  -0.09
C  -2.971  -0.201  -1.416  -0.36
C  3.807  1.433  -1.659  -0.20
H  1.337  1.723  3.600  0.11
C  -0.312  1.026  2.395  -0.16
N  -1.047  -1.624  -1.229  0.08
C  -1.646  1.680  0.744  -0.07
C  -1.585  -3.617  -3.870  -0.15
C  -0.246  -2.879  -3.815  -0.11
H  1.729  0.380  -0.167  0.13
N  -0.580  2.043  1.518  -0.06
H  0.415  -3.232  -4.606  0.11
H  -0.111  3.965  2.198  0.14
C  1.633  1.446  -0.408  -0.15
C  1.678  3.107  1.464  -0.46
C  -1.495  -0.443  -1.681  -0.58
H  5.472  2.012  -0.397  0.11
O  -0.491  -4.313  -1.922  -0.11
H  -0.115  3.745  0.436  0.14
C  0.650  0.918  3.393  0.00
H  -2.381  -3.000  -3.451  0.10
H  -0.135  -2.199  4.464  0.10
C  -0.204  -1.300  3.870  -0.10
C  -2.065  0.425  1.084  -0.49
C  2.316  1.735  -1.746  -0.17
C  -1.309  -4.812  -2.959  -0.20
H  0.890  -1.268  -1.816  0.11
C  0.152  3.274  1.386  -0.02
H  4.326  3.312  -0.743  0.12
H  3.956  0.367  -1.466  0.11
H  0.704  -2.440  -0.476  0.13
C  0.322  -3.264  -2.434  -0.31
H  1.360  -3.619  -2.520  0.15
H  -2.020  2.339  -0.016  0.14
S  -3.377  -0.487  0.344  0.94
H  3.809  0.891  1.049  0.13
C  -1.168  -1.198  2.894  -0.03
C  0.296  -2.099  -1.431  -0.11
H  -0.359  -1.802  -3.912  0.11
H  -1.870  -1.997  2.706  0.10
H  1.424  -0.365  4.902  0.10
H  2.174  2.788  -1.996  0.12
H  1.831  1.138  -2.518  0.10
H  -3.588  -0.901  -1.980  0.08
H  -0.778  -5.601  -3.512  0.12
C  -1.229  -0.025  2.146  -0.18
H  -1.689  -2.269  -0.791  0.13
H  -3.236  0.818  -1.696  0.08
H  -2.203  -5.238  -2.501  0.12
H  0.576  1.674  -0.502  0.10

=====

The following is a DFT calculation (wB97M-V/def2-TZVPD) of a molecular structure, C22H29N3O3TeV at a distorted geometry.

Results
Orbital gap (spin up / spin down) (eV): 6.101 / 6.574
Multiplicity: 4
Relative energy (zero: lowest compared OMol25 entry of this formula, charge and spin) (kcal per mole): 60.8
Electronic energy (eV): -66878.0643

Each line ends with the Löwdin spin population.
Positions of all 59 atoms, in Å:
H  5.113  -0.425  2.738  0.00
C  3.680  -1.020  -2.147  0.00
C  3.559  -0.112  -0.924  0.00
C  2.458  0.734  -0.936  0.02
O  -1.113  2.970  2.741  0.00
C  -3.784  -0.010  -3.710  0.02
H  -3.356  2.305  1.864  0.00
C  -3.071  -0.518  -2.642  0.00
H  3.810  -0.400  -3.040  0.00
H  1.459  3.770  0.422  0.00
C  -3.012  0.260  -1.407  0.03
Te  0.716  0.481  -2.275  -0.01
H  1.539  3.267  -1.199  0.00
H  -2.179  -3.480  -0.722  0.00
H  4.543  -1.663  -1.974  0.00
H  -4.055  3.334  -0.339  0.00
N  -2.590  -0.237  -0.179  -0.02
N  -1.446  -2.941  -0.290  0.02
C  4.148  0.769  1.235  0.00
C  -2.598  -0.080  2.282  0.01
H  0.476  -0.010  1.157  0.01
H  2.792  -1.694  -2.271  0.00
C  1.127  -2.027  1.051  0.01
H  -0.629  -1.122  1.794  0.01
C  4.980  0.695  2.459  0.00
H  0.301  -3.881  -0.978  0.00
H  5.315  -0.699  0.249  0.00
H  -1.432  2.051  2.911  0.00
C  -4.231  2.054  -2.600  0.01
H  2.868  2.328  1.990  0.00
H  -1.802  -2.774  0.676  0.00
C  1.312  2.907  -0.206  0.00
H  6.023  1.121  2.289  0.00
H  0.297  2.514  -0.187  0.00
C  -3.517  1.566  -1.505  0.00
C  -4.333  1.298  -3.703  0.00
C  -0.274  -3.849  -0.095  0.01
C  -3.643  2.289  -0.281  0.06
H  -4.767  3.007  -2.521  0.00
H  1.351  -4.121  1.325  0.00
H  -0.151  -3.468  2.021  0.00
H  -4.764  1.609  -4.623  0.00
H  -3.845  -0.618  -4.617  0.00
V  -0.932  -0.898  -0.731  2.66
C  3.114  1.695  1.165  0.00
C  -2.866  0.443  0.963  0.09
H  -0.626  -4.883  0.089  0.00
C  2.314  1.765  0.038  0.00
H  -0.228  3.091  3.137  0.00
O  -2.996  0.709  3.204  0.02
H  1.721  -1.968  0.159  0.00
C  0.519  -3.440  1.166  0.00
H  -2.746  -1.600  -2.724  0.00
C  -3.314  1.790  0.931  0.00
O  -2.069  -1.265  2.417  0.01
C  4.466  -0.050  0.107  0.00
H  4.513  1.244  3.270  0.00
H  1.753  -1.874  1.935  0.00
N  0.100  -0.938  1.043  0.02

=====

The following is a DFT calculation (wB97M-V/def2-TZVPD) of C22H29N3OS in the gas phase.

Results
Orbital gap (eV): 8.590
SMILES: COc1ccc(CCNC(=S)NC2CCN(Cc3ccccc3)CC2)cc1
Multiplicity: 1
Relative energy (zero: lowest compared OMol25 entry of this formula, charge and spin) (kcal per mole): 1.3
Electronic energy (eV): -40638.4037

Each line ends with the Löwdin charge.
Positions of all 56 atoms, in Å:
H  5.734  -2.473  -2.841  0.10
H  1.907  0.412  1.934  0.10
C  -5.839  -1.473  -1.074  -0.05
H  -2.763  -0.776  -0.845  0.12
H  -6.069  -1.152  -2.081  0.11
H  2.367  -0.714  -0.156  0.10
H  -1.789  2.546  1.292  0.12
H  -6.714  -3.406  -1.337  0.10
C  1.772  2.132  -0.524  -0.89
C  -4.791  0.780  -0.642  -0.16
H  -3.104  2.795  -1.456  0.13
C  5.179  -0.363  1.668  -0.04
C  2.944  0.725  2.071  -0.14
H  -2.440  0.520  -2.022  0.14
N  0.611  2.186  0.155  0.04
C  -5.905  -3.161  0.629  -0.10
C  6.024  -1.153  0.920  0.00
C  3.849  -0.192  1.297  -0.25
C  -1.076  0.469  -0.351  -0.12
H  6.963  -3.703  -2.457  0.09
H  3.840  -2.099  -1.494  0.11
C  -0.680  1.945  -0.448  -0.37
H  -4.372  -0.362  1.744  0.11
S  1.838  1.919  -2.165  0.62
H  5.287  -3.922  -1.896  0.10
C  6.077  -3.188  -2.088  -0.09
H  -5.456  1.500  -0.150  0.13
N  -3.431  1.089  -0.236  -0.18
H  5.553  0.126  2.556  0.11
H  3.179  0.689  3.136  0.12
O  6.478  -2.541  -0.904  -0.09
H  -4.929  0.888  -1.733  0.13
H  -1.519  3.853  0.122  0.12
C  -3.114  2.495  -0.392  -0.19
C  4.234  -1.626  -0.609  -0.01
H  -3.882  3.082  0.119  0.12
C  3.395  -0.833  0.155  -0.04
H  -0.352  -0.142  -0.892  0.11
H  -0.590  2.222  -1.504  0.10
H  3.746  2.146  -0.417  0.11
C  -1.751  2.792  0.229  -0.13
N  2.932  2.317  0.155  -0.02
H  -1.086  0.161  0.697  0.12
H  -6.185  -4.153  0.953  0.10
C  -6.202  -2.742  -0.656  -0.09
H  7.055  -1.292  1.204  0.12
H  -5.011  -2.628  2.499  0.10
C  -4.890  -1.035  1.079  -0.04
H  2.424  2.842  2.109  0.11
C  -5.246  -2.305  1.495  -0.08
C  3.117  2.178  1.581  -0.18
C  -5.182  -0.608  -0.211  -0.23
C  5.562  -1.790  -0.233  -0.28
H  0.633  2.240  1.161  0.13
C  -2.464  0.270  -0.945  -0.18
H  4.132  2.513  1.803  0.12